(1)
{
  "formula": "C44H48AsClF6N4O5P2Se2Ta",
  "method": "ωB97M-V with the def2-TZVPD basis set",
  "gap_ev": [5.06, 3.49],
  "s2": 0.760,
  "energy_ha": -11138.3139,
  "charge": 2,
  "multiplicity": 2,
  "e_above_lowest_kcal_mol": 72.0,
  "species": ["Ta", "Se", "Se", "As", "Cl", "P", "P", "F", "F", "F", "F", "F", "F", "O", "O", "O", "O", "O", "N", "N", "N", "N", "C", "C", "C", "C", "C", "C", "C", "C", "C", "C", "C", "C", "C", "C", "C", "C", "C", "C", "C", "C", "C", "C", "C", "C", "C", "C", "C", "C", "C", "C", "C", "C", "C", "C", "C", "C", "C", "C", "C", "C", "C", "C", "C", "C", "H", "H", "H", "H", "H", "H", "H", "H", "H", "H", "H", "H", "H", "H", "H", "H", "H", "H", "H", "H", "H", "H", "H", "H", "H", "H", "H", "H", "H", "H", "H", "H", "H", "H", "H", "H", "H", "H", "H", "H", "H", "H", "H", "H", "H", "H", "H", "H"],
  "xyz": [[-2.051857, -0.998334, 0.384148], [-2.979760, 0.087147, -2.886061], [-1.141080, 0.433766, -1.511023], [0.040803, -2.449127, -0.242428], [-1.947946, 2.397513, 7.628262], [-2.016019, -1.087236, -4.530670], [-4.749475, 0.438759, 1.280452], [-5.654272, 1.179662, 0.256712], [-4.488832, -0.805858, 0.159628], [-3.359123, 1.049943, 0.526875], [-3.594581, -0.448810, 2.160403], [-4.699535, 1.574614, 2.335794], [-5.883940, -0.385625, 1.953555], [-2.784348, -2.147800, -1.100484], [-1.180433, -1.446764, 2.127017], [-1.301326, -2.337871, 4.196360], [2.988353, 2.205841, 0.999726], [-4.252824, -3.671696, -1.875928], [-0.471529, 2.261725, 3.219340], [-2.872474, -2.936723, 1.196674], [-0.836893, 0.925065, 1.469248], [0.527299, 2.381839, 2.304356], [0.508112, -3.934207, 0.898704], [3.384560, 1.984067, 4.817204], [1.572234, 3.321706, 5.986381], [2.050042, 2.100182, 5.526044], [1.761150, -1.481934, -0.374563], [3.947149, 4.770221, 0.929470], [0.301335, 1.575103, 1.278951], [-4.449650, -2.905777, -7.162144], [-1.334018, 1.348677, -5.776609], [-5.513347, -2.026777, -7.314891], [-1.262898, 1.361742, 2.700738], [-0.406189, 2.286205, 6.837373], [-3.400278, -2.581524, -6.316136], [-3.832433, -3.688123, 3.222480], [0.843219, 1.729942, -6.734765], [1.586827, 3.391647, 2.477242], [-4.854592, -4.275449, 2.478185], [2.638742, -2.060039, -1.438121], [4.026124, 4.035232, 2.277671], [-3.416127, -1.369681, -5.624777], [-3.685063, -3.151892, -0.972064], [1.274804, 0.488643, -6.288491], [4.374165, -3.583657, -2.131944], [3.364845, -2.106908, -3.737820], [0.406485, -0.331730, -5.581003], [2.545068, -1.589368, -2.746811], [-5.525007, -0.814280, -6.635570], [-1.697541, -2.246847, 3.083909], [0.345989, 3.425053, 6.632368], [-4.486610, -0.484969, -5.782151], [-0.102296, -3.383738, -1.922652], [-2.846033, -3.034782, 2.526004], [-0.898881, 0.094867, -5.335413], [4.280880, -3.106913, -3.431692], [1.279690, 0.968565, 5.764576], [-3.839616, -3.507068, 0.477311], [3.556380, -3.062005, -1.138715], [0.061839, 1.052349, 6.425007], [3.764734, 5.094636, 3.359144], [3.287083, 1.703410, 3.303642], [-0.455916, 2.159641, -6.475780], [3.004597, 2.842127, 2.299632], [5.455356, 3.501419, 2.439726], [-4.852815, -4.210660, 1.082684], [5.699009, 2.730993, 1.698619], [-2.167299, 1.049220, 3.198014], [5.630555, 3.086899, 3.433374], [1.642907, -0.006913, 5.449668], [1.542729, -0.439681, -0.585845], [2.169204, 4.218247, 5.851412], [4.556249, 5.845202, 3.301888], [2.212798, -1.556570, 0.610235], [4.930455, -3.504249, -4.201914], [3.777937, 4.699693, 4.369006], [2.962600, 5.212867, 0.756197], [6.165450, 4.317631, 2.295256], [-0.963113, -4.047706, -1.886044], [0.939160, 1.524343, 0.412765], [-3.810699, -3.713284, 4.304382], [0.808093, -3.953579, -2.060865], [-5.674226, -4.766264, 2.990490], [1.517605, 2.369169, -7.290590], [4.672563, 5.586725, 0.931580], [-0.790628, 3.128890, -6.826701], [3.939326, 1.150801, 5.252328], [1.836054, -0.796782, -2.978614], [4.180189, 4.125406, 0.081635], [1.452558, 3.797624, 3.471307], [-6.343722, -0.119268, -6.778308], [1.411250, 4.171627, 1.739085], [2.501306, 0.959818, 3.138316], [-0.225206, -2.680227, -2.740166], [3.648861, -3.417339, -0.118320], [0.732945, -3.596872, 1.907188], [1.379521, -4.402686, 0.458298], [-0.308304, -4.651292, 0.924347], [3.973295, 2.874562, 5.010512], [5.091547, -4.356583, -1.889030], [3.898772, 2.056784, 0.722143], [2.816624, 5.617190, 3.202874], [-0.019600, 4.381776, 6.984617], [-2.569320, -3.269057, -6.195058], [2.283379, 0.154033, -6.497129], [3.300072, -1.723774, -4.751487], [0.729547, -1.312620, -5.245117], [4.221009, 1.234346, 2.985952], [-0.520907, 0.163331, 6.621970], [-4.443657, -3.850881, -7.690594], [-2.348433, 1.681359, -5.594367], [-6.342540, -2.289674, -7.958453], [-5.636671, -4.658641, 0.482927], [-4.511510, 0.458249, -5.252109]],
  "forces_ev_per_a": [[-1.1, -0.1, 2.3], [0.2, -0.3, -0.3], [0.2, 0.4, -0.9], [1.1, -0.5, -0.5], [0.1, 0.0, 0.0], [-0.5, 0.7, 0.0], [0.0, 0.1, -0.3], [0.0, 0.0, 0.0], [0.1, -0.1, 0.0], [0.1, -0.1, -0.1], [0.3, 0.0, -0.1], [0.0, 0.0, 0.1], [-0.1, 0.0, 0.0], [0.2, 0.3, 0.0], [0.0, -0.1, 0.3], [0.3, 0.2, 0.4], [-0.1, 0.0, 0.1], [0.0, 0.0, -0.2], [0.2, -0.1, -0.3], [-0.4, 0.5, 0.0], [-0.5, -0.9, -0.3], [0.1, 0.2, 0.3], [-0.3, 0.2, 0.3], [-0.3, 0.0, -0.1], [0.0, 0.1, 0.0], [0.2, 0.0, 0.0], [-0.3, 0.0, 0.0], [0.0, 0.0, -0.1], [-0.1, 0.2, -0.4], [0.0, 0.0, 0.0], [0.1, -0.1, 0.0], [0.0, 0.0, 0.0], [0.2, 0.4, 0.0], [-0.1, 0.0, 0.0], [0.0, 0.0, 0.0], [-0.1, -0.3, 0.0], [0.0, 0.0, 0.0], [0.0, -0.1, -0.3], [-0.1, 0.0, 0.0], [0.1, 0.0, -0.1], [0.0, 0.0, -0.1], [0.0, -0.2, 0.1], [0.1, 0.1, 0.2], [0.0, 0.0, 0.0], [0.0, 0.0, 0.0], [0.0, 0.0, 0.0], [-0.1, 0.0, 0.0], [0.0, 0.1, 0.0], [-0.1, 0.0, 0.0], [-0.2, -0.2, -0.4], [0.1, 0.2, 0.0], [0.1, 0.0, 0.0], [-0.3, 0.2, 0.0], [0.2, 0.2, -0.3], [0.3, -0.2, 0.1], [0.0, 0.0, 0.0], [-0.1, -0.2, 0.0], [0.3, 0.2, 0.1], [0.0, 0.0, 0.0], [0.1, -0.2, -0.2], [0.0, 0.0, -0.1], [0.2, 0.1, 0.0], [0.0, 0.0, 0.0], [-0.2, -0.1, 0.1], [0.0, 0.0, 0.0], [-0.1, -0.2, 0.1], [0.0, 0.0, 0.1], [0.1, 0.0, -0.1], [0.0, 0.0, 0.0], [0.0, 0.1, 0.0], [0.0, 0.1, 0.0], [0.0, 0.0, 0.0], [-0.1, 0.0, 0.0], [0.0, 0.1, 0.2], [0.0, 0.0, 0.0], [0.0, 0.0, 0.1], [0.1, 0.0, 0.0], [0.0, 0.0, 0.0], [0.0, 0.0, 0.0], [0.0, 0.0, 0.1], [0.0, 0.0, -0.1], [0.2, -0.1, 0.0], [0.1, 0.0, -0.1], [0.0, 0.0, 0.0], [-0.1, 0.0, 0.0], [0.0, -0.1, 0.0], [0.0, 0.0, 0.0], [0.1, 0.0, 0.0], [0.0, 0.1, 0.0], [-0.1, 0.0, 0.1], [0.0, -0.1, 0.1], [-0.1, 0.1, 0.0], [0.1, -0.1, 0.0], [0.0, 0.0, -0.1], [0.0, 0.0, 0.0], [0.0, 0.0, 0.0], [0.2, -0.1, -0.1], [0.0, -0.1, 0.0], [0.1, 0.0, 0.0], [0.0, 0.0, 0.0], [0.0, 0.0, 0.1], [0.1, 0.0, 0.0], [0.0, 0.0, 0.0], [-0.1, 0.0, 0.0], [0.0, 0.0, 0.0], [0.0, 0.0, 0.1], [0.0, 0.1, 0.0], [0.0, 0.0, 0.0], [0.0, 0.0, 0.0], [0.0, 0.1, 0.0], [0.0, 0.0, 0.0], [0.0, 0.0, 0.0], [0.1, 0.0, 0.1], [0.0, 0.1, 0.0]],
  "mulliken_charge": [1.11, 0.01, 0.01, 1.21, -0.22, -0.15, 1.49, -0.34, -0.31, -0.42, -0.23, -0.36, -0.38, 0.64, -0.32, -0.54, -0.64, -0.57, -0.87, 0.61, 0.21, 1.12, -1.43, -1.57, -0.01, 0.37, -0.57, -1.68, -0.66, -0.64, -0.37, -0.50, -1.11, 0.38, -0.53, -0.87, -0.58, -2.52, -0.50, -0.48, 1.41, 1.01, 0.28, -0.70, -0.84, -0.49, -0.39, 0.02, -0.87, 0.11, -1.05, -0.20, -1.05, 0.35, 1.14, -0.62, -0.17, 0.25, -0.18, -0.94, -1.54, -1.14, -0.76, 2.40, -1.75, -0.89, 0.34, 0.56, 0.31, 0.42, 0.16, 0.44, 0.54, 0.68, 0.43, 0.21, 0.33, 0.51, 0.47, 0.65, 0.63, 0.63, 0.49, 0.43, 0.48, 0.43, 0.45, 0.59, 0.32, 0.38, 0.42, 0.57, 0.00, -0.08, 0.50, 0.35, 0.55, 0.42, 0.64, 0.43, 0.55, 0.31, 0.47, 0.37, 0.43, 0.35, 0.55, 0.70, 0.51, 0.42, 0.29, 0.42, 0.59, 0.22]
}

(2)
{
  "formula": "C44H48AsCsF6N4O3PS2",
  "method": "ωB97M-V with the def2-TZVPD basis set",
  "gap_ev": [5.53, 5.47],
  "s2": 0.756,
  "energy_ha": -6143.2108,
  "charge": -2,
  "multiplicity": 2,
  "e_above_lowest_kcal_mol": 0.4,
  "species": ["Cs", "As", "S", "S", "P", "F", "F", "F", "F", "F", "F", "O", "O", "O", "N", "N", "N", "N", "C", "C", "C", "C", "C", "C", "C", "C", "C", "C", "C", "C", "C", "C", "C", "C", "C", "C", "C", "C", "C", "C", "C", "C", "C", "C", "C", "C", "C", "C", "C", "C", "C", "C", "C", "C", "C", "C", "C", "C", "C", "C", "C", "C", "H", "H", "H", "H", "H", "H", "H", "H", "H", "H", "H", "H", "H", "H", "H", "H", "H", "H", "H", "H", "H", "H", "H", "H", "H", "H", "H", "H", "H", "H", "H", "H", "H", "H", "H", "H", "H", "H", "H", "H", "H", "H", "H", "H", "H", "H", "H", "H"],
  "xyz": [[0.299826, -0.601091, 0.176048], [2.092321, 2.879226, 0.149280], [-1.478680, 5.728644, 0.261536], [-4.354562, 2.320209, -0.981589], [3.458157, -2.044849, -1.748845], [4.906065, -2.109548, -2.459078], [1.973519, -1.914641, -1.039021], [3.898528, -0.717512, -0.926315], [2.960683, -3.330489, -2.568851], [3.963529, -2.968471, -0.542587], [2.914713, -1.074312, -2.956016], [1.506774, 1.441728, 0.761948], [-1.697711, 5.171981, -2.467108], [-1.873054, 1.200357, 0.264220], [-1.670735, -2.993805, -0.691559], [0.043663, -2.961181, 1.701550], [-2.805607, 1.569289, 1.102756], [-0.634268, 4.425505, 0.817859], [-1.670482, 4.623892, -1.174409], [-4.714308, -3.746391, -2.668238], [1.408552, -2.430586, 3.726574], [0.912167, -3.371036, 2.635423], [-3.189604, -2.493136, -4.012227], [0.530209, -5.164803, 1.357708], [-4.939284, 2.334080, 1.717574], [-2.271111, -2.451723, -2.973559], [4.742593, 1.508704, -2.739523], [-2.579587, -3.099583, -1.759672], [2.618463, 4.063004, 1.553690], [5.957854, 2.057048, -2.355498], [2.932458, -2.539670, 3.840375], [1.038132, -0.974657, 3.415926], [-3.382013, 1.725938, 3.418283], [-4.018975, 2.062507, 0.673193], [-2.494046, 1.442112, 2.418813], [-1.063271, -4.032034, -0.248017], [-0.191610, -4.058793, 0.902881], [3.373874, 4.300939, 3.812547], [-4.652008, 2.178584, 3.046354], [-0.570010, 3.743041, -0.527367], [-4.499930, -5.815458, -0.341110], [0.777809, -2.826583, 5.066831], [-4.409023, -3.144363, -3.876183], [1.248862, -4.729612, 2.480482], [-3.823849, -3.726580, -1.596043], [-1.202054, -0.193054, -3.290556], [1.359485, 4.497876, -2.005596], [3.673232, 2.623136, -0.900605], [2.962603, 3.482139, 2.767141], [-0.627954, 5.564975, -3.165244], [-4.257956, -4.309138, -0.263648], [6.035786, 2.884224, -1.243822], [3.071884, 6.250008, 2.426238], [4.891153, 3.168307, -0.508799], [-0.135067, -2.250915, -4.308387], [3.430672, 5.676927, 3.640370], [0.672898, 5.308138, -2.999328], [-0.962427, -1.699768, -3.149155], [-5.500780, -3.593881, 0.270005], [2.660857, 5.438289, 1.377683], [3.597422, 1.793865, -2.014111], [0.842671, 3.803859, -0.988964], [-0.245813, 0.336930, -3.340745], [-5.343406, -2.516213, 0.325640], [4.680316, 0.809457, -3.561913], [2.885455, 2.409193, 2.896278], [-0.381638, -1.858659, -2.246025], [-4.783874, -6.210731, 0.637866], [-3.077355, 1.589590, 4.445959], [4.957404, 3.804412, 0.365168], [0.063107, -3.316717, -4.182404], [-1.755840, 0.036247, -4.206610], [1.396218, -0.317192, 4.215204], [2.669394, 1.311243, -2.295097], [-3.607530, -6.346301, -0.677151], [2.354793, 5.877090, 0.435189], [0.544964, -6.147042, 0.903693], [-0.311177, -2.762957, 5.008265], [1.937142, -5.308700, 3.079753], [6.856525, 1.812443, -2.908456], [3.228060, -3.550179, 4.132102], [3.411547, -2.321441, 2.884216], [-0.656973, -2.114480, -5.261700], [6.988776, 3.293738, -0.932337], [0.829698, -1.744411, -4.363811], [-5.751096, -3.955016, 1.271203], [-0.046211, -0.865358, 3.321785], [3.745958, 6.309407, 4.461472], [-5.307023, -6.050615, -1.041987], [-5.399529, 2.406795, 3.796678], [-6.368384, -3.769075, -0.373219], [3.640275, 3.859900, 4.764951], [-1.181387, -5.003313, -0.752765], [-0.942064, 6.151266, -4.020807], [-1.486508, 1.088655, 2.574292], [-5.908806, 2.689383, 1.394587], [-3.452706, -4.134709, 0.449434], [1.490761, -0.643999, 2.478611], [-2.948131, -1.994672, -4.944943], [-1.780610, 0.206077, -2.453323], [-5.117407, -3.160662, -4.695680], [-2.616482, 4.085977, -1.077750], [3.100884, 7.325015, 2.301134], [1.119904, -2.171150, 5.876553], [-5.679121, -4.227847, -2.542156], [-0.921721, 2.702722, -0.416884], [3.318780, -1.841832, 4.592294], [1.293990, 5.742385, -3.773463], [2.432487, 4.441227, -2.157401], [1.036905, -3.856748, 5.322037]],
  "forces_ev_per_a": [[-2.4, -0.6, -0.3], [-0.5, -1.0, 0.3], [-0.1, 0.3, 0.1], [0.0, -0.1, 0.2], [-0.5, 0.3, 0.2], [0.1, 0.0, 0.0], [1.6, -1.2, -1.2], [0.2, -0.1, 0.1], [0.0, -0.1, -0.1], [0.1, -0.1, 0.0], [0.0, 0.0, 0.0], [1.5, 2.8, 0.2], [-0.1, -0.1, 0.2], [-0.5, 0.3, -0.2], [-0.2, 0.0, -0.1], [0.0, -0.6, 0.4], [0.4, -0.1, -0.1], [0.2, -0.2, -0.2], [0.1, -0.2, -0.2], [0.0, 0.0, 0.0], [0.0, 0.0, -0.1], [-0.1, 0.2, 0.1], [0.0, 0.0, 0.0], [0.2, -0.2, 0.2], [-0.2, 0.1, -0.3], [0.0, 0.0, -0.1], [0.0, 0.0, 0.0], [0.4, 0.1, 0.1], [0.0, 0.0, 0.1], [0.0, 0.0, 0.0], [0.1, 0.0, 0.0], [0.0, -0.2, 0.0], [0.0, 0.0, -0.1], [0.0, 0.0, 0.2], [-0.2, 0.0, 0.0], [0.3, 0.0, 0.4], [-0.4, 0.4, -0.2], [0.0, -0.1, 0.0], [0.0, 0.0, 0.1], [-0.1, 0.1, 0.2], [0.0, -0.1, 0.0], [0.0, 0.0, 0.1], [0.1, 0.0, 0.1], [-0.2, -0.1, -0.3], [-0.2, -0.1, 0.0], [0.0, 0.0, 0.0], [-0.1, 0.1, -0.3], [0.1, 0.0, -0.1], [0.0, 0.3, 0.1], [0.0, 0.0, 0.1], [0.0, 0.0, 0.1], [-0.1, 0.0, 0.1], [0.0, -0.1, 0.0], [0.1, 0.0, -0.1], [0.0, 0.0, -0.1], [0.0, 0.0, 0.0], [0.1, 0.0, 0.0], [-0.1, 0.0, 0.1], [-0.1, 0.0, 0.0], [0.1, 0.1, 0.1], [0.1, 0.0, 0.0], [0.0, 0.1, 0.1], [0.0, 0.0, 0.0], [0.0, 0.0, 0.0], [0.0, 0.0, 0.0], [0.0, 0.0, -0.1], [0.0, -0.1, 0.0], [0.0, 0.0, 0.0], [-0.1, 0.0, 0.0], [0.0, 0.0, 0.0], [0.0, 0.0, 0.0], [0.0, 0.0, 0.0], [0.0, 0.0, 0.0], [0.0, 0.0, 0.0], [0.0, 0.0, 0.0], [0.0, 0.0, 0.0], [0.0, 0.0, 0.0], [0.0, 0.0, 0.0], [0.0, 0.0, 0.0], [0.0, 0.0, 0.0], [0.0, 0.0, 0.0], [0.0, 0.0, 0.0], [0.0, 0.0, 0.0], [0.0, 0.0, 0.0], [0.0, 0.0, 0.0], [0.0, 0.0, 0.0], [0.1, 0.0, 0.0], [0.0, 0.0, 0.0], [0.0, 0.0, 0.0], [0.0, 0.0, 0.0], [0.0, 0.0, 0.0], [0.0, 0.0, 0.0], [0.0, 0.0, 0.0], [0.0, 0.0, 0.0], [0.0, 0.0, 0.0], [0.0, 0.0, 0.0], [0.0, 0.0, 0.0], [0.1, 0.0, 0.4], [0.0, 0.0, 0.0], [0.0, 0.0, 0.0], [0.0, 0.0, 0.0], [-0.1, 0.0, -0.1], [0.0, 0.0, 0.0], [0.0, 0.0, 0.0], [0.0, 0.0, 0.0], [0.0, 0.0, 0.0], [0.0, 0.0, 0.0], [0.1, 0.0, 0.1], [0.0, 0.0, 0.0], [0.0, 0.0, 0.0]],
  "mulliken_charge": [1.98, 0.69, -0.17, -0.49, 1.65, -0.41, -0.72, -0.30, -0.42, -0.40, -0.38, 0.34, -0.40, -0.39, 0.32, -0.19, -0.14, -0.26, -0.05, -0.15, 3.09, -0.32, 0.01, -1.69, -0.79, 0.63, -0.58, -0.99, -0.30, -0.61, -1.94, -1.18, -0.83, 0.18, -0.32, -0.43, 0.36, -0.59, -0.13, 1.17, -1.60, -1.96, -1.80, -0.80, 0.76, -1.28, 0.53, 0.05, -0.57, -0.32, 0.78, -0.69, -0.70, -0.30, -1.77, -0.43, -0.78, 2.08, -1.57, -0.16, -0.35, -0.51, 0.33, 0.37, 0.43, 0.51, -0.85, 0.44, 0.42, 0.36, 0.41, 0.33, 0.52, 0.55, 0.35, 0.38, 0.41, 0.36, 0.41, 0.36, 0.41, 0.31, 0.31, 0.38, 0.35, 0.43, 0.35, 0.36, 0.30, 0.33, 0.30, 0.40, 0.14, 0.37, 0.60, 0.39, 0.26, -0.52, 0.34, 0.30, 0.33, -0.23, 0.39, 0.44, 0.29, -0.30, 0.42, 0.28, 0.34, 0.40]
}